# 1
16
Properties=species:S:1:pos:R:3 method="wB97M-V/def2-TZVPD" total_charge=0 e_tot_ev=-8867.352 mol_weight_g_mol=99.13 de_lowest_kj_mol=179.6
C -1.0097 -0.3004 1.2375
C -0.1293 -0.1570 -0.0012
C -0.3434 -1.2511 -1.0257
C -0.1890 1.2985 -0.5078
O 0.9028 1.6565 0.3610
C 1.2632 0.3145 0.3545
N 2.4609 -0.0570 0.3380
H -0.8049 0.5037 1.9528
H -2.0619 -0.2476 0.9409
H -0.8433 -1.2618 1.7307
H -0.2439 -2.2471 -0.5834
H -1.3661 -1.1574 -1.4132
H 0.3611 -1.1575 -1.8590
H -1.0889 1.8765 -0.3091
H 0.1510 1.3855 -1.5479
H 2.8907 0.8747 0.3461

=====

# 2
15
Properties=species:S:1:pos:R:3 method="wB97M-V/def2-TZVPD" total_charge=+1 e_tot_ev=-7813.911 mol_weight_g_mol=80.11 de_lowest_kj_mol=106.1
C 0.0807 -0.1108 -1.7111
C 2.1165 1.0085 -1.1263
N 0.9549 0.6700 -0.7081
H -0.9464 0.1081 -1.3364
H 0.1733 0.4847 -2.6234
H 0.4117 -1.1269 -1.5900
H 2.5786 0.5581 -1.9923
H 2.6974 1.6512 -0.4865
H 0.6537 0.7040 0.3375
H -0.3008 0.8907 2.3858
H -0.9671 -0.0822 1.5900
O -0.0665 0.3201 1.6138
H -2.5828 -1.4636 2.6250
H -2.5195 -2.2275 1.3101
O -2.2837 -1.3847 1.7117

=====

# 3
17
Properties=species:S:1:pos:R:3 method="wB97M-V/def2-TZVPD" total_charge=0 e_tot_ev=-18692.281 mol_weight_g_mol=127.21 de_lowest_kj_mol=89.7
C -0.6227 2.1119 0.7600
C 0.5067 1.1614 0.4720
C 0.1430 -0.1717 0.0686
C 1.0550 -1.1754 -0.1974
C -1.2848 -0.5346 -0.0345
C -1.8198 -1.2745 -1.0104
H -1.3461 2.1447 -0.0934
H -1.1978 1.7900 1.6355
H -0.2705 3.1162 0.9544
H 0.6270 -2.1407 -0.4555
H 2.8591 -0.2393 0.0271
H 2.9494 -1.9705 -0.4082
H -1.9589 -0.1766 0.7314
H -2.8687 -1.5994 -1.0055
H -1.2236 -1.6708 -1.8592
N 2.3819 -1.1203 -0.2136
S 2.0708 1.7497 0.6286

=====

# 4
89
Properties=species:S:1:pos:R:3 method="wB97M-V/def2-TZVPD" total_charge=-1 e_tot_ev=-198067.153 mol_weight_g_mol=741.08
N -2.7878 -5.7728 3.2143
C -2.8784 -4.3554 2.6775
C -1.3385 -3.7226 2.7821
As -0.7893 -2.6405 1.1687
Br -2.0199 -0.7983 2.1387
O -0.3366 -1.4787 -0.2278
B 0.9064 -0.7397 0.0698
O 1.1303 0.1779 1.2094
O 2.0367 -0.8966 -0.9103
C 0.1798 -4.1749 0.2841
F 0.1387 -3.8933 -1.2000
F 1.6443 -4.2504 0.6153
C -0.5171 -5.6460 0.4792
F 0.2910 -6.6037 -0.3653
F -1.9132 -5.7294 -0.0922
H -3.7543 -6.0612 3.4888
H -2.1437 -5.7051 4.0427
H -3.6274 -3.6710 3.3020
H -3.2967 -4.3780 1.5849
H -0.5355 -4.5270 3.0990
H -1.3937 -2.9606 3.6996
H 0.5139 -2.2565 1.9438
H -2.0854 -3.0149 0.3910
H 1.7871 -0.2957 1.8307
H 2.6976 -0.1722 -0.6326
H -0.4618 -6.0798 1.5713
O 1.3651 -6.9109 -3.2086
H 0.5013 -7.3343 -3.0922
H 1.3013 -6.1003 -2.6815
O 0.2134 3.3546 2.2893
H 0.4242 2.4153 2.1788
H 0.1508 3.6886 1.3818
O 0.9776 3.9482 -0.5690
H 1.2919 3.7138 -1.4552
H 1.5321 4.7015 -0.3157
O -1.0793 6.0425 -0.3247
H -0.4428 5.4357 -0.7318
H -0.6961 6.2350 0.5443
O -2.3806 2.9592 -0.5872
H -1.8872 3.7920 -0.5424
H -2.9484 3.0652 -1.3652
O -1.2671 4.4926 -2.4898
H -1.0563 3.5532 -2.6003
H -1.3297 4.8266 -3.3973
O -4.6767 1.6122 -1.9172
H -5.3824 2.0129 -1.3876
H -4.0230 1.3292 -1.2602
O 0.3998 1.1508 -2.7450
H 0.9161 0.5710 -2.1650
H -0.4954 0.7817 -2.7078
O 0.4331 -1.2854 -4.0315
H 0.9344 -0.5559 -4.4259
H 0.9798 -1.5670 -3.2826
O 0.4163 7.4966 1.9987
H -0.1447 8.0592 1.4439
H 1.1064 8.0971 2.3184
O 3.1088 -8.7694 -1.5709
H 2.5478 -8.2068 -2.1257
H 3.7989 -8.1689 -1.2512
O 1.9956 5.7531 4.1518
H 1.3459 5.2265 3.6623
H 1.4698 6.1998 4.8323
O -6.9736 0.1887 -1.8651
H -6.3544 0.3900 -2.5828
H -7.7114 -0.2547 -2.3101
O -1.4544 -3.1625 5.6974
H -2.1601 -2.7617 6.2269
H -0.8007 -3.4454 6.3544
O 2.3976 3.9940 -3.6291
H 3.0168 4.1953 -4.3468
H 1.6598 3.5506 -4.0741
O 3.4947 8.2950 1.5471
H 3.1868 7.3932 1.7228
H 4.0075 8.5251 2.3365
O 4.7165 -6.2443 -0.5830
H 4.1555 -5.6817 -1.1377
H 5.4066 -5.6439 -0.2632
O -0.2635 5.0160 -5.1915
H 0.0508 4.7816 -6.0777
H 0.2910 5.7692 -4.9382
O 1.7553 6.0386 -6.3972
H 2.0697 5.8042 -7.2833
H 2.3099 6.7918 -6.1439
O 5.5595 -3.2849 -0.0559
H 4.9985 -2.7222 -0.6107
H 6.2496 -2.6844 0.2638
O -3.1757 -2.4013 7.9878
H -4.0395 -2.8247 8.1042
H -3.2395 -1.5907 8.5149

=====

# 5
14
Properties=species:S:1:pos:R:3 method="wB97M-V/def2-TZVPD" total_charge=-1 e_tot_ev=-8363.193 mol_weight_g_mol=81.09 de_lowest_kj_mol=12.8
C -1.7106 0.0000 -0.8116
O -0.6064 -0.8227 -1.0573
C -2.6769 -0.6078 0.1999
H -1.4246 0.9963 -0.4823
H -2.2420 0.1594 -1.7655
H -2.1471 -0.7355 1.1486
H -3.4959 0.0815 0.4612
H -3.0898 -1.5713 -0.1145
H 2.4792 0.9342 0.7054
H 3.8593 0.7534 0.0458
O 3.4391 1.2698 0.7384
H 1.3500 -0.4335 1.3639
H 0.0169 -0.6664 -0.2691
O 1.0594 0.1808 0.6616

=====

# 6
89
Properties=species:S:1:pos:R:3 method="wB97M-V/def2-TZVPD" total_charge=0 e_tot_ev=-61465.278 mol_weight_g_mol=567.76
O 2.3088 1.6165 0.9437
C 2.7656 1.2849 -0.2705
O 2.1252 0.4803 -1.3537
C 2.5595 1.1989 -2.5615
C 2.6030 0.4372 -4.0124
C 1.2528 0.6236 -4.9233
O 1.2143 1.9440 -5.6256
C 4.1729 1.3015 -2.1852
S 5.1858 -0.2834 -2.1665
O 6.4328 -0.0893 -1.2362
O 4.4254 -1.5210 -1.6084
C 5.9016 -0.7160 -3.8716
F 5.0424 -1.6940 -4.6272
F 7.2314 -1.3690 -3.6500
F 6.0788 0.5352 -4.6976
O 4.0909 1.7768 -0.7705
H 2.2337 2.3201 -2.4859
H 2.7740 -0.7272 -3.8619
H 3.5048 0.8932 -4.6306
H 0.2482 0.4115 -4.3170
H 1.2743 -0.1945 -5.7899
H 1.0188 2.6824 -4.9745
H 4.6841 2.0586 -2.9390
C 0.3376 0.2927 4.4684
C -0.1400 -1.1562 4.4626
N -1.0959 -1.4593 3.3954
C -1.7733 -2.7484 3.5693
C -0.9157 -4.0086 3.5149
C -0.6609 -1.1638 2.0285
C 0.6166 -1.8327 1.5321
H -0.5073 0.9888 4.5024
H 0.9581 0.4768 5.3523
H 0.9467 0.5259 3.5896
H -0.6235 -1.3334 5.4309
H 0.7330 -1.8169 4.4239
H -2.5813 -2.8388 2.8324
H -2.2852 -2.7324 4.5404
H -0.6080 -4.2438 2.4942
H -1.4983 -4.8642 3.8749
H -0.0253 -3.9348 4.1428
H -0.5304 -0.0786 1.9382
H -1.4734 -1.3926 1.3272
H 1.4278 -1.7875 2.2633
H 0.9681 -1.3253 0.6272
H 0.4472 -2.8775 1.2633
C -5.6097 -5.4320 9.8640
C -4.5217 -4.3943 9.6055
N -3.3984 -4.8999 8.8137
C -2.2334 -4.0090 8.8203
C -2.3965 -2.6304 8.1883
C -3.7298 -5.4819 7.5113
C -4.4736 -4.6023 6.5116
H -5.1947 -6.3360 10.3223
H -6.3590 -5.0230 10.5505
H -6.1315 -5.7149 8.9445
H -4.1479 -4.0772 10.5867
H -4.9769 -3.5109 9.1444
H -1.3830 -4.5162 8.3475
H -1.9243 -3.8653 9.8640
H -2.4187 -2.6861 7.0982
H -1.5401 -2.0011 8.4556
H -3.2967 -2.1172 8.5329
H -4.3326 -6.3820 7.6823
H -2.8165 -5.8607 7.0353
H -5.3053 -4.0579 6.9662
H -4.8926 -5.2267 5.7150
H -3.8064 -3.8831 6.0320
C -1.1127 4.5569 -6.9152
C -0.0248 5.5947 -7.1737
N 1.0986 5.0890 -7.9655
C 2.2635 5.9799 -7.9589
C 2.1005 7.3585 -8.5910
C 0.7671 4.5071 -9.2680
C 0.0233 5.3866 -10.2676
H -0.6978 3.6529 -6.4569
H -1.8620 4.9659 -6.2287
H -1.6346 4.2741 -7.8347
H 0.3490 5.9117 -6.1925
H -0.4799 6.4781 -7.6348
H 3.1140 5.4727 -8.4317
H 2.5726 6.1236 -6.9152
H 2.0783 7.3028 -9.6811
H 2.9569 7.9879 -8.3236
H 1.2003 7.8717 -8.2464
H 0.1643 3.6069 -9.0969
H 1.6805 4.1282 -9.7439
H -0.8083 5.9311 -9.8130
H -0.3956 4.7623 -11.0642
H 0.6905 6.1058 -10.7472

=====

These records have frontier orbital gap values of 11.0; 11.2; 8.0; 6.6; 8.4; 7.1 eV, in the order they appear.
These records have HOMO values of -0.37238; -0.57458; -0.29316; -0.20196; -0.15292; -0.29138 hartree, in the order they appear.